one.
{
  "formula": "C5H11NS",
  "method": "ωB97M-V with the def2-TZVPD basis set",
  "symbols": ["S", "H", "H", "H", "H", "C", "C", "H", "C", "H", "N", "C", "H", "H", "H", "C", "H", "H"],
  "coordinates": [[1.83, 1.25, 1.15], [-0.38, 2.33, 1.29], [0.86, -0.41, -2.22], [2.16, -1.66, -2.10], [-1.35, -1.05, -0.72], [-1.20, 1.63, 1.09], [1.10, -1.10, -0.13], [0.30, -1.72, -0.12], [-1.59, -0.38, 0.06], [-1.99, 2.19, 0.62], [-0.60, 0.56, 0.42], [1.68, -0.80, -1.53], [-1.93, -0.91, 0.85], [-1.49, 1.19, 2.06], [-2.58, 0.22, -0.26], [0.74, 0.23, 0.45], [2.45, -0.03, -1.34], [1.99, -1.54, 0.45]],
  "nbo_charge": [-0.17, 0.25, 0.20, 0.22, 0.21, -0.43, -0.48, 0.21, -0.40, 0.21, -0.42, -0.60, 0.19, 0.19, 0.20, 0.15, 0.23, 0.24],
  "smiles": "CCC(=S)N(C)C",
  "e_lumo_ha": 0.02916,
  "charge": 0
}

two.
{
  "formula": "C5H11NS",
  "method": "ωB97M-V with the def2-TZVPD basis set",
  "symbols": ["C", "H", "H", "H", "H", "S", "C", "N", "H", "H", "C", "H", "H", "H", "H", "C", "H", "C"],
  "coordinates": [[0.50, -0.43, 1.50], [1.07, -0.90, 2.24], [-0.53, -0.22, 1.90], [0.57, 1.81, 1.40], [-1.80, 0.99, 0.20], [1.30, 1.10, -0.66], [0.25, -0.39, -1.01], [-1.83, 1.18, -0.80], [1.42, -1.82, 0.18], [-0.32, -2.14, 0.13], [-1.20, 0.00, -1.41], [2.16, 1.08, 1.67], [-1.82, -0.89, -1.22], [0.62, -0.87, -1.95], [-1.07, 0.10, -2.54], [0.45, -1.34, 0.20], [-0.97, 1.79, -0.98], [1.19, 0.94, 1.14]],
  "nbo_charge": [-0.41, 0.22, 0.20, 0.22, 0.34, 0.16, -0.34, -0.81, 0.21, 0.22, -0.24, 0.23, 0.19, 0.23, 0.19, -0.42, 0.36, -0.54],
  "smiles": "NC[C@@H]1CCCS1",
  "e_lumo_ha": 0.03103,
  "charge": 0
}

Pick two: it beats the second-best structure by 0.0215 hartree.

one.
{
  "formula": "CH2N2O3",
  "method": "ωB97M-V with the def2-TZVPD basis set",
  "symbols": ["N", "N", "O", "H", "O", "O", "C", "H"],
  "coordinates": [[3.09, -0.09, -0.20], [3.55, 0.87, 0.16], [3.61, 1.87, 0.75], [-0.83, -1.71, 0.39], [0.28, -0.44, -0.88], [3.34, -1.18, -0.65], [0.13, -1.36, -0.11], [0.96, -2.01, 0.26]],
  "nbo_charge": [0.33, 0.40, -0.32, 0.10, -0.50, -0.41, 0.29, 0.11],
  "smiles": "O=NN=O.C=O",
  "e_lumo_ha": -0.01724,
  "charge": 0
}

two.
{
  "formula": "CH2N2O3",
  "method": "ωB97M-V with the def2-TZVPD basis set",
  "symbols": ["N", "O", "N", "O", "H", "C", "O", "H"],
  "coordinates": [[-0.27, 0.89, 0.00], [-0.70, -1.21, -0.54], [2.83, -0.22, 0.13], [1.49, -0.71, 0.27], [0.30, 1.67, 0.25], [0.17, -0.26, -0.13], [2.97, 0.49, -0.81], [-0.49, -2.01, -0.01]],
  "nbo_charge": [-0.69, -0.65, 0.44, -0.49, 0.37, 0.77, -0.24, 0.49],
  "smiles": "[H]/N=C(/O)ON=O",
  "e_lumo_ha": -0.02420,
  "charge": 0
}

Pick two: it beats the second-best structure by 0.1096 hartree.

one.
{
  "formula": "C6H12N3O",
  "method": "ωB97M-V with the def2-TZVPD basis set",
  "symbols": ["H", "H", "N", "N", "H", "C", "H", "H", "H", "H", "N", "H", "C", "H", "O", "H", "H", "H", "C", "C", "C", "C"],
  "coordinates": [[-0.05, -3.80, -0.68], [-1.87, -3.62, -0.44], [0.45, -1.89, 1.07], [-0.76, -2.26, 0.50], [1.53, 3.24, 1.09], [0.97, 3.29, 0.17], [1.76, 3.26, -0.46], [0.21, -0.86, -1.39], [-0.24, 2.46, -2.09], [0.71, -2.58, 1.73], [-0.72, 2.02, -1.32], [-1.53, -1.99, 1.09], [-0.82, -3.65, -0.01], [-1.71, 1.82, -1.40], [2.05, -0.27, 0.92], [-0.55, -4.34, 0.72], [0.71, 4.28, 0.13], [-1.17, 2.41, 0.75], [-0.25, 2.39, 0.07], [0.26, -0.19, -0.58], [-0.02, 1.07, -0.44], [1.04, -0.79, 0.58]],
  "nbo_charge": [0.20, 0.23, -0.46, -0.47, 0.28, -0.66, 0.25, 0.26, 0.45, 0.41, -0.55, 0.36, -0.42, 0.44, -0.56, 0.19, 0.24, 0.26, -0.02, -0.20, 0.12, 0.64],
  "smiles": "CNNC(=O)/C=C1/[NH2+][C@@H]1C",
  "e_lumo_ha": -0.11984,
  "charge": 1
}

two.
{
  "formula": "C6H12N3O",
  "method": "ωB97M-V with the def2-TZVPD basis set",
  "symbols": ["C", "N", "C", "C", "N", "C", "N", "H", "H", "C", "H", "H", "C", "H", "H", "H", "H", "H", "O", "H", "H", "H"],
  "coordinates": [[-0.29, 1.96, -0.40], [0.76, -0.26, -0.54], [-1.64, -0.32, 0.17], [1.56, -0.26, -1.62], [2.50, -1.17, -1.62], [-0.81, 0.52, 2.53], [-0.73, -0.09, 1.18], [-1.09, -0.40, 3.09], [-0.94, 2.52, 0.25], [-2.80, -0.88, -0.13], [0.23, 0.84, 2.81], [0.70, 2.25, -0.18], [-0.40, 0.46, -0.14], [-1.56, 1.37, 2.77], [3.11, -1.31, -2.43], [0.96, -1.03, 0.09], [-0.42, 2.30, -1.41], [-3.24, -0.64, -1.13], [2.56, -2.13, -0.54], [1.71, 0.36, -2.43], [-3.36, -1.38, 0.69], [3.19, -2.71, -0.99]],
  "nbo_charge": [-0.65, -0.52, 0.16, 0.35, -0.25, -0.44, -0.41, 0.23, 0.25, -0.46, 0.22, 0.22, 0.23, 0.22, 0.43, 0.45, 0.24, 0.24, -0.49, 0.24, 0.24, 0.50],
  "smiles": "C=C1N(C)[C@@]1(C)/[NH+]=C/NO",
  "e_lumo_ha": -0.12684,
  "charge": 1
}

three.
{
  "formula": "C6H12N3O",
  "method": "ωB97M-V with the def2-TZVPD basis set",
  "symbols": ["C", "C", "C", "H", "H", "H", "H", "H", "H", "H", "C", "H", "H", "C", "N", "H", "C", "O", "N", "N", "H", "H"],
  "coordinates": [[1.16, 1.08, 1.04], [0.65, -0.84, -0.35], [-0.15, 0.79, -2.19], [-0.10, 1.45, 2.61], [-1.04, 1.33, 1.11], [-1.48, -0.80, 2.38], [-1.07, -2.03, 0.26], [1.94, 0.59, 1.72], [-0.68, 1.35, -2.97], [1.28, 2.19, 0.88], [1.23, 0.54, -0.34], [1.21, -1.78, -0.41], [2.23, 0.56, -0.77], [-0.22, 0.92, 1.69], [-0.65, -1.03, 0.35], [-1.24, -0.27, -0.05], [-0.63, -0.61, 1.78], [-1.36, -1.20, -2.41], [-0.12, -0.60, -2.29], [0.35, 1.40, -1.19], [-0.01, -1.39, 2.34], [-1.29, -1.65, -3.20]],
  "nbo_charge": [-0.41, 0.14, 0.22, 0.26, 0.21, 0.25, 0.48, 0.23, 0.24, 0.27, -0.18, 0.25, 0.26, -0.42, -0.58, 0.46, -0.25, -0.56, -0.16, -0.44, 0.23, 0.49],
  "e_lumo_ha": [-0.15566, -0.15567],
  "charge": 1
}

Pick one: it beats the second-best structure by 0.0240 hartree.

one.
{
  "formula": "C4H6O4",
  "method": "ωB97M-V with the def2-TZVPD basis set",
  "symbols": ["O", "C", "C", "H", "O", "O", "H", "O", "H", "H", "C", "H", "H", "C"],
  "coordinates": [[1.80, -1.20, -1.03], [-0.90, 0.18, -0.66], [-2.35, -0.13, -0.12], [3.22, 0.60, 0.48], [0.07, -0.62, 0.12], [-3.31, 0.39, -0.53], [2.17, 0.30, 1.57], [-2.41, -1.25, 0.71], [-0.95, 1.24, -0.28], [-1.45, -1.59, 0.71], [1.35, -0.40, -0.17], [-0.90, 0.07, -1.60], [1.57, 1.83, 0.21], [2.08, 0.58, 0.60]],
  "nbo_charge": [-0.54, -0.16, 0.78, 0.26, -0.57, -0.54, 0.25, -0.68, 0.21, 0.50, 0.76, 0.20, 0.23, -0.71],
  "e_lumo_ha": 0.00949,
  "charge": 0
}

two.
{
  "formula": "C4H6O4",
  "method": "ωB97M-V with the def2-TZVPD basis set",
  "symbols": ["O", "H", "C", "H", "H", "C", "H", "C", "O", "O", "C", "H", "O", "H"],
  "coordinates": [[-0.61, -1.10, 0.88], [0.79, 0.75, 2.18], [-1.05, 0.52, -0.64], [-0.37, 2.20, -0.11], [-2.06, -1.47, -0.52], [0.68, -0.49, 0.47], [2.18, -1.52, -0.12], [-1.44, -0.70, -0.09], [-1.17, 0.77, -1.98], [-1.11, 1.63, 0.16], [1.33, 0.31, 1.35], [2.41, 0.36, 1.36], [1.32, -1.24, -0.48], [-0.88, -0.02, -2.46]],
  "nbo_charge": [-0.49, 0.23, 0.47, 0.48, 0.19, 0.54, 0.49, 0.02, -0.68, -0.65, -0.57, 0.21, -0.71, 0.49],
  "smiles": "C=C(O)OC=C(O)O",
  "e_lumo_ha": 0.00956,
  "charge": 0
}

Pick one: it beats the second-best structure by 0.0487 hartree.